DFT (ωB97M-V/def2-TZVPD) results for a molecular structure, C54H114BeF2N7O10S2 at a distorted geometry.

Each line ends with the Mulliken charge.
Atoms and positions in Å:
Be: -0.3821 -4.3069 1.5002  0.520
N: 0.3149 -1.1936 0.1774  -0.077
S: 1.3771 -0.1796 0.4464  1.059
O: 0.9411 0.9204 1.2453  -0.568
O: 2.5684 -0.1760 -0.3516  -0.583
F: 1.8032 -1.2247 1.6077  -0.346
S: -0.1615 -0.4033 -1.2183  0.991
O: 0.7188 -0.6041 -2.3961  -0.623
O: -0.9184 0.8731 -1.2241  -0.567
F: -1.2900 -1.3973 -1.6139  -0.259
C: -4.6167 -1.9644 5.0299  -1.779
C: -3.3932 -1.8661 4.1314  1.620
C: -2.8149 -0.3290 4.0858  -1.578
C: -2.2985 0.2624 5.4602  -0.894
C: -1.1675 -0.7290 5.8917  -1.185
C: -1.4515 -2.2346 5.7832  1.423
N: -2.2277 -2.6882 4.6075  0.402
O: -2.5007 -4.0531 4.4928  -0.386
C: -0.0735 -2.9110 5.8917  -1.867
C: -2.1432 -2.6233 7.1119  -1.630
C: -3.8228 -2.1583 2.6369  -1.582
H: -4.8647 -2.9854 5.3203  0.348
H: -5.5332 -1.6709 4.5180  0.488
H: -4.6353 -1.2843 5.8815  0.288
H: -1.9317 -0.3607 3.4478  0.505
H: -3.3169 0.2696 3.3257  0.615
H: -3.1649 0.3417 6.1169  0.389
H: -1.9219 1.2581 5.2256  0.408
H: -0.9442 -0.4360 6.9175  0.370
H: -0.2568 -0.4625 5.3552  0.522
H: -0.1933 -3.9933 5.9405  0.373
H: 0.5428 -2.7089 5.0156  0.441
H: 0.5344 -2.4497 6.6701  0.390
H: -2.5104 -3.6486 7.0661  0.354
H: -1.4644 -2.4966 7.9552  0.453
H: -3.0428 -2.0127 7.1884  0.355
H: -3.3390 -1.4965 1.9185  0.364
H: -4.9054 -2.0422 2.5866  0.313
H: -3.7031 -3.2271 2.4592  0.352
H: -3.1288 -4.3214 5.1675  0.331
C: 4.7757 2.0971 5.5176  -2.064
C: 5.0547 3.6647 5.6345  1.793
C: 6.4705 3.9085 5.1068  -1.021
C: 6.7354 5.3047 4.9142  -0.688
C: 5.7359 5.9251 4.0455  -1.269
C: 4.2651 5.7427 4.4771  1.514
N: 4.0337 4.3150 4.7940  0.248
O: 2.7439 4.1093 5.2742  -0.453
C: 4.1059 6.6088 5.7984  -1.644
C: 3.3682 6.2730 3.3627  -1.924
C: 4.9606 3.8811 7.1565  -1.739
H: 5.6154 1.5000 5.8733  0.445
H: 4.5359 1.8837 4.4760  0.548
H: 3.9608 1.6449 6.0829  0.363
H: 7.2038 3.7379 5.8950  0.329
H: 6.7884 3.3625 4.2185  0.402
H: 7.7322 5.4725 4.5065  0.412
H: 6.7327 5.9056 5.8236  0.270
H: 5.8985 5.4785 3.0646  0.405
H: 5.9612 6.9754 3.8609  0.457
H: 3.1469 6.4757 6.2993  0.327
H: 4.8594 6.5357 6.5826  0.363
H: 4.1442 7.6216 5.3973  0.458
H: 2.2948 6.1327 3.4900  0.386
H: 3.4599 7.3004 3.0105  0.357
H: 3.6179 5.7443 2.4429  0.449
H: 5.2352 3.0377 7.7900  0.410
H: 4.0038 4.1970 7.5722  0.334
H: 5.6726 4.6614 7.4252  0.366
H: 2.2519 3.6284 4.6047  0.340
C: -3.4228 -5.0297 -7.8381  -1.318
C: -3.5733 -5.0551 -6.2192  1.044
C: -4.7349 -4.2108 -5.7018  -1.089
C: -6.1764 -4.9287 -5.5662  -0.805
C: -5.9557 -6.2700 -4.8602  -1.173
C: -4.8749 -7.1468 -5.5487  1.421
N: -3.7028 -6.4311 -5.7162  0.452
O: -2.5985 -7.1740 -6.0596  -0.417
C: -4.5770 -8.4103 -4.5916  -1.691
C: -5.4268 -7.6887 -6.9039  -1.759
C: -2.3853 -4.3701 -5.6191  -1.974
H: -4.2637 -5.6338 -8.1787  0.286
H: -2.4324 -5.3448 -8.1665  0.475
H: -3.7309 -4.0879 -8.2922  0.396
H: -4.3759 -3.7486 -4.7823  0.473
H: -5.1311 -3.4380 -6.3606  0.327
H: -6.5230 -5.1122 -6.5832  0.345
H: -6.9417 -4.3629 -5.0349  0.409
H: -6.8935 -6.7601 -5.1220  0.417
H: -5.9051 -6.3604 -3.7752  0.429
H: -4.1346 -8.3257 -3.5990  0.384
H: -5.5657 -8.7816 -4.3222  0.440
H: -4.0355 -9.1352 -5.1994  0.382
H: -6.3098 -8.3176 -6.7904  0.429
H: -5.7408 -6.9218 -7.6120  0.359
H: -4.7133 -8.3530 -7.3915  0.386
H: -2.3058 -3.3065 -5.8441  0.408
H: -1.5458 -4.7971 -6.1677  0.416
H: -2.1299 -4.5618 -4.5769  0.448
H: -2.4281 -6.9769 -6.9836  0.400
C: 6.0707 -4.4967 2.5973  -1.756
C: 6.8556 -5.4079 3.6378  1.656
C: 6.4487 -5.1092 5.0106  -1.128
C: 6.7968 -6.0479 6.1445  -0.848
C: 6.2464 -7.4370 5.7820  -0.987
C: 6.9203 -7.9612 4.4401  1.317
N: 6.6673 -6.9324 3.3466  0.080
O: 7.0844 -7.3137 2.0476  -0.405
C: 8.3826 -8.2779 4.7360  -1.622
C: 6.1265 -9.2514 4.0413  -1.667
C: 8.3623 -4.9858 3.5662  -1.789
H: 5.0662 -4.7786 2.2817  0.396
H: 5.9364 -3.5417 3.1052  0.407
H: 6.7140 -4.4123 1.7214  0.343
H: 7.0056 -4.2549 5.3954  0.336
H: 5.3751 -4.9417 5.0964  0.458
H: 7.8784 -5.9813 6.2625  0.368
H: 6.3121 -5.8037 7.0897  0.404
H: 5.1569 -7.4177 5.7560  0.385
H: 6.6121 -7.8594 6.7179  0.355
H: 8.9441 -8.7324 3.9197  0.404
H: 8.4479 -8.8511 5.6608  0.391
H: 8.9316 -7.3396 4.8156  0.343
H: 6.5423 -10.0431 4.6645  0.421
H: 6.2718 -9.6583 3.0406  0.353
H: 5.0521 -9.2108 4.2208  0.336
H: 9.0071 -5.4208 4.3297  0.402
H: 8.8420 -5.4888 2.7265  0.404
H: 8.4801 -3.9106 3.4311  0.415
H: 8.0438 -7.3152 2.0820  0.352
C: -6.8048 4.6521 -1.2941  -1.775
C: -6.7005 3.2091 -1.9542  1.575
C: -8.1476 2.5524 -1.9888  -1.128
C: -9.0672 3.0513 -3.0841  -0.711
C: -8.3531 2.9478 -4.4888  -1.181
C: -6.8677 3.5342 -4.5886  1.292
N: -6.1064 3.1463 -3.3033  0.250
O: -4.7662 3.4172 -3.3801  -0.314
C: -6.2104 2.9662 -5.8918  -1.717
C: -6.8846 5.1988 -4.6351  -1.409
C: -5.8239 2.3134 -0.9846  -2.252
H: -5.8593 5.1943 -1.3036  0.387
H: -7.0953 4.5957 -0.2450  0.438
H: -7.4741 5.3243 -1.8310  0.381
H: -8.1850 1.4667 -1.8998  0.415
H: -8.5074 2.8304 -0.9982  0.478
H: -9.4711 4.0562 -2.9610  0.346
H: -10.0316 2.5525 -2.9877  0.419
H: -9.0390 3.5318 -5.1025  0.468
H: -8.3789 1.8935 -4.7645  0.386
H: -6.7504 3.2468 -6.7962  0.410
H: -5.2250 3.3559 -6.1473  0.407
H: -6.1289 1.8794 -5.8757  0.417
H: -6.3955 5.5580 -5.5406  0.434
H: -7.9320 5.4895 -4.5542  0.301
H: -6.2395 5.5820 -3.8445  0.298
H: -4.8392 2.7494 -0.8164  0.590
H: -5.6744 1.2933 -1.3383  0.456
H: -6.1738 2.1741 0.0382  0.396
H: -4.3241 2.7099 -2.9047  0.360
C: -0.3363 7.5095 -4.8873  -1.581
C: 0.9852 6.8499 -4.3304  1.173
C: 0.9135 5.2254 -4.3021  -0.867
C: 1.2491 4.6116 -5.6614  -1.014
C: 2.6535 4.9952 -6.1696  -0.992
C: 2.7757 6.5411 -6.1755  1.131
N: 2.2521 7.2884 -5.0084  0.502
O: 2.5296 8.7182 -4.9248  -0.430
C: 4.3348 6.7752 -6.0981  -1.921
C: 2.2957 7.1189 -7.5454  -1.538
C: 1.0579 7.2799 -2.7875  -1.738
H: -0.3782 7.4641 -5.9755  0.366
H: -0.3207 8.5960 -4.8024  0.403
H: -1.2631 7.1329 -4.4545  0.386
H: 1.5648 4.7793 -3.5505  0.460
H: -0.1159 4.8671 -4.2932  0.327
H: 0.4486 5.0858 -6.2293  0.393
H: 1.2181 3.5271 -5.5569  0.425
H: 2.9246 4.5004 -7.1022  0.483
H: 3.1716 4.4512 -5.3798  0.354
H: 4.6674 7.7931 -6.3014  0.449
H: 4.7099 6.4084 -5.1427  0.457
H: 4.8715 6.2519 -6.8895  0.410
H: 2.6352 6.4247 -8.3141  0.365
H: 1.2150 7.1258 -7.4038  0.364
H: 2.6455 8.1307 -7.7501  0.342
H: 2.0760 7.2665 -2.3984  0.424
H: 0.4323 6.6061 -2.2021  0.404
H: 0.7909 8.3169 -2.5839  0.345
H: 3.3600 8.6987 -4.4436  0.353

Summary:
Net charge: +1
HOMO (eV): -9.43
Energy above the lowest of the compared OMol25 structures with the same formula, charge and spin (kcal/mol): 261.0
Frontier orbital gap (eV): 1.11
DFT total energy (Eh): -4271.28287
Max |F| (eV/A): 9.169

DFT (ωB97M-V/def2-TZVPD) results for a molecular structure, C35H47As2AuOP2 at a distorted geometry.

Each line ends with the Mulliken spin population.
Atoms and positions in Å:
Au: 0.0189 -0.3601 -0.2082  0.343
C: -2.3849 -2.9015 -1.1614  0.066
C: -3.0678 -1.5979 -1.5434  -0.008
As: -2.7321 -0.2124 -0.1997  0.128
C: -3.0798 -1.1180 1.4626  0.006
C: -2.1608 -1.0303 2.5023  -0.006
C: -2.4031 -1.6925 3.7006  0.002
C: -3.5578 -2.4483 3.8528  0.000
C: -4.4826 -2.5387 2.8119  -0.001
C: -4.2517 -1.8658 1.6203  -0.009
C: -4.2281 0.9523 -0.4376  0.036
C: -5.0143 1.3217 0.6484  0.012
C: -6.1008 2.1629 0.4393  -0.005
C: -6.3793 2.6419 -0.8361  0.015
C: -5.5768 2.2813 -1.9148  -0.006
C: -4.4892 1.4426 -1.7174  0.013
As: -0.4517 -2.6609 -0.8827  0.168
C: -0.0266 -3.7873 0.6244  0.048
C: -0.4503 -5.1179 0.5963  -0.012
C: -0.2325 -5.9350 1.6984  0.002
C: 0.4033 -5.4283 2.8267  0.000
C: 0.8204 -4.1041 2.8593  0.006
C: 0.6055 -3.2823 1.7590  -0.002
C: 0.3262 -3.5149 -2.4159  0.028
C: -0.1522 -3.2001 -3.6871  0.009
C: 0.3312 -3.8902 -4.7897  -0.005
C: 1.2862 -4.8869 -4.6212  0.013
C: 1.7674 -5.1900 -3.3550  -0.004
C: 1.2906 -4.5030 -2.2464  -0.006
H: -2.4994 -3.6449 -1.9338  0.019
H: -2.7701 -3.3020 -0.2368  0.002
H: -4.1388 -1.7126 -1.6571  0.002
H: -2.6830 -1.2169 -2.4807  0.003
H: -1.2651 -0.4371 2.3816  0.044
H: -1.6944 -1.6124 4.5190  0.000
H: -3.7482 -2.9629 4.7903  0.000
H: -5.3850 -3.1307 2.9329  0.000
H: -4.9846 -1.9172 0.8262  -0.001
H: -4.8040 0.9492 1.6381  0.001
H: -6.7307 2.4437 1.2762  0.000
H: -7.2248 3.3045 -0.9908  0.001
H: -5.7968 2.6566 -2.9086  0.000
H: -3.8613 1.1742 -2.5556  -0.001
H: -0.9460 -5.5183 -0.2722  0.001
H: -0.5566 -6.9701 1.6753  0.000
H: 0.5764 -6.0719 3.6831  0.000
H: 1.3118 -3.7114 3.7438  0.000
H: 0.9216 -2.2528 1.7883  0.019
H: -0.8895 -2.4220 -3.8269  0.001
H: -0.0413 -3.6547 -5.7812  0.000
H: 1.6547 -5.4341 -5.4845  0.001
H: 2.5115 -5.9691 -3.2282  0.000
H: 1.6495 -4.7531 -1.2632  0.002
C: 2.7396 -1.3635 -2.6934  0.047
P: 2.3144 -1.2455 -0.9291  0.244
C: 3.2274 -2.6192 -0.1456  0.033
C: 3.2415 0.2013 -0.3805  0.048
C: 2.8860 0.5149 1.0581  0.108
P: 1.3260 1.5672 1.1580  0.499
C: 1.9984 3.0106 0.2977  -0.001
C: 1.5226 1.8596 2.9381  0.023
H: 3.8269 -1.4195 -2.7996  0.006
H: 2.3694 -0.4898 -3.2280  -0.004
H: 2.2881 -2.2533 -3.1333  -0.011
H: 4.2717 -2.5873 -0.4646  0.006
H: 2.7960 -3.5749 -0.4395  -0.011
H: 3.1762 -2.5491 0.9426  -0.001
H: 2.9812 1.0239 -1.0510  0.009
H: 4.3151 0.0285 -0.4997  0.002
H: 3.6422 1.1309 1.5570  0.018
H: 2.6923 -0.3644 1.6769  0.000
H: 3.0349 3.1756 0.5948  -0.001
H: 1.4098 3.8893 0.5483  0.004
H: 1.9561 2.8776 -0.7867  0.000
H: 2.4810 2.3493 3.1160  0.000
H: 1.5173 0.9134 3.4850  -0.007
H: 0.7251 2.4856 3.3221  0.004
C: -1.8468 2.9007 2.5955  0.000
C: -0.8413 3.1955 1.5091  0.059
C: -1.4295 3.9226 0.3259  0.007
O: -0.2749 1.9124 1.0427  -0.013
H: -2.3301 3.8300 2.9214  0.003
H: -1.3817 2.4311 3.4673  0.001
H: -2.6185 2.2332 2.2187  0.000
H: -0.0236 3.7905 1.9206  -0.002
H: -2.2435 3.3492 -0.1073  -0.002
H: -0.6753 4.0977 -0.4452  0.002
H: -1.8285 4.8911 0.6444  0.001

Summary:
Net charge: +2
Multiplicity: 3
HOMO (alpha / beta) (eV): -11.67 / -13.61
Energy above the lowest of the compared OMol25 structures with the same formula, charge and spin (kcal/mol): 17.3
Frontier orbital gap (alpha / beta) (eV): 6.42 / 6.04
DFT total energy (Eh): -6726.49611
Max |F| (eV/A): 1.383

DFT (ωB97M-V/def2-TZVPD) results for a molecular structure, C7H8AuCl2NdO4 at a distorted geometry.

Each line ends with the Mulliken spin population.
Atoms and positions in Å:
Au: -0.1091 -0.5722 -5.0390  0.174
Nd: 0.0958 -0.2003 -0.7113  3.022
Cl: -0.8451 0.4273 -3.0778  0.002
Cl: 2.0319 -1.5800 -1.4230  -0.019
C: -1.0014 -2.1696 0.5123  -0.002
C: -0.2037 -0.3044 -7.0937  0.068
C: 0.3472 -1.6293 -6.7302  0.092
O: -1.1548 -3.0059 1.2902  0.002
O: -0.5259 0.4274 -7.9618  0.243
O: 0.7760 -2.6011 -7.2337  0.421
C: -0.6564 1.2670 3.6202  0.007
C: 0.7777 0.7117 3.6832  0.058
C: 1.1941 0.3498 2.2443  0.076
O: -0.0071 0.5745 1.4218  0.452
C: -1.1462 1.1148 2.1920  0.040
H: -1.3454 0.7757 4.3021  -0.001
H: -0.6117 2.3303 3.8482  -0.001
H: 0.8746 -0.1773 4.3307  0.038
H: 1.4121 1.5051 4.0924  0.043
H: 1.9952 0.9840 1.8328  0.110
H: 1.4941 -0.7068 2.1305  0.086
H: -1.9861 0.4173 2.0668  0.036
H: -1.4058 2.0620 1.7032  0.052

Summary:
Net charge: +4
Multiplicity: 6
HOMO (alpha / beta) (eV): -24.20 / -24.43
Energy above the lowest of the compared OMol25 structures with the same formula, charge and spin (kcal/mol): 86.6
Frontier orbital gap (alpha / beta) (eV): 7.95 / 4.42
DFT total energy (Eh): -2188.03708
Max |F| (eV/A): 6.015

DFT (ωB97M-V/def2-TZVPD) results for a molecular structure, C3H11BrMgP at a distorted geometry.

Each line ends with the Mulliken charge.
Atoms and positions in Å:
C: 1.9375 -0.8146 0.4940  -1.135
C: 1.1836 0.1549 -0.3893  -0.066
Br: 0.7346 1.8019 0.9594  0.109
C: 0.0408 -0.3445 -1.0557  -0.891
P: -1.7810 -0.2347 0.0204  -0.148
H: 2.7042 -0.3365 1.1082  0.430
H: 1.2627 -1.3701 1.1523  0.296
H: 2.4347 -1.5338 -0.1688  0.364
H: 1.8181 0.7049 -1.0841  0.513
H: -0.2037 0.1537 -1.9917  0.399
H: 0.0799 -1.4290 -1.1784  0.412
H: -1.9555 -1.6604 0.1246  0.053
H: -2.4731 -0.2138 -1.2447  0.049
H: -1.4845 1.2282 -0.1266  -0.115
H: -0.9752 -0.2314 1.2446  0.007
H: -2.9926 0.1033 0.7659  0.142
Mg: -0.3304 4.0217 1.3701  0.583

Summary:
Net charge: +1
HOMO (eV): -11.35
Energy above the lowest of the compared OMol25 structures with the same formula, charge and spin (kcal/mol): 0.0
Frontier orbital gap (eV): 4.01
DFT total energy (Eh): -3235.84361
Max |F| (eV/A): 2.346

Q: The lowest energy above the lowest of the compared OMol25 structures with the same formula, charge and spin belongs to which entry?
A: C3H11BrMgP